1.
9
Properties=species:S:1:pos:R:3:mulliken_charge:R:1 method="wB97M-V/def2-TZVPD" homo_ev=-9.7187 e_tot_ha=-300.4070 smiles="[H]/N=N/C(O)O" relative_energy_kj_mol=211.8 homo_lumo_gap_ev=9.8
H 0.55 -0.39 -2.67 0.24
N 0.54 -0.59 -1.61 -0.41
N 0.08 0.37 -0.87 -0.11
C 0.19 0.09 0.52 0.50
O 0.18 -1.24 0.95 -0.41
O -0.76 0.88 1.14 -0.56
H 1.22 0.60 0.71 0.15
H -0.67 -1.20 1.24 0.26
H -1.33 1.47 0.60 0.33



2.
144
Properties=species:S:1:pos:R:3:mulliken_charge:R:1 method="wB97M-V/def2-TZVPD" homo_ev=-7.8002 e_tot_ha=-3888.1255 smiles="O=[N+]([O-])c1ccccc1.O=[N+]([O-])c1ccccc1.O=[N+]([O-])c1ccccc1.C[C@H]1COC(=O)O1.C[C@H]1COC(=O)O1.C[C@H]1COC(=O)O1.C[C@H]1COC(=O)O1.c1cc[nH]c1.c1cc[nH]c1.c1cc[nH]c1.c1cc[nH]c1.c1cc[nH]c1" relative_energy_kj_mol=190.0 homo_lumo_gap_ev=6.9
O -17.68 -16.20 20.61 -0.58
N -18.00 -15.10 20.08 0.92
O -18.34 -14.97 18.90 -0.50
C -17.99 -13.89 20.95 -0.57
C -17.68 -14.04 22.30 -0.27
C -17.65 -12.91 23.16 -0.60
C -17.99 -11.72 22.63 -0.47
C -18.28 -11.55 21.32 -0.47
C -18.25 -12.63 20.44 0.30
H -17.52 -15.03 22.70 0.47
H -17.37 -13.06 24.19 0.40
H -18.06 -10.84 23.26 0.37
H -18.57 -10.59 20.92 0.42
H -18.51 -12.52 19.40 0.60
O -22.23 -10.51 17.83 -0.42
N -23.41 -10.89 17.97 0.97
O -23.72 -11.80 18.77 -0.62
C -24.52 -10.16 17.30 -0.44
C -24.19 -9.11 16.38 1.15
C -25.24 -8.41 15.74 -0.67
C -26.58 -8.80 15.95 -0.57
C -26.88 -9.94 16.76 -0.53
C -25.88 -10.55 17.46 -0.49
H -23.17 -9.01 16.05 -0.01
H -24.83 -7.70 15.04 0.40
H -27.35 -8.29 15.38 0.39
H -27.90 -10.25 16.91 0.41
H -26.11 -11.36 18.14 0.47
O -21.34 -7.65 17.69 -0.52
N -21.33 -6.65 16.95 1.13
O -21.70 -6.65 15.84 -0.52
C -20.87 -5.35 17.56 0.02
C -20.62 -5.30 18.93 -0.19
C -20.25 -4.08 19.48 -0.52
C -19.94 -3.01 18.74 -0.44
C -20.19 -3.05 17.34 -0.47
C -20.58 -4.24 16.78 -0.35
H -20.75 -6.14 19.59 0.43
H -20.15 -4.00 20.56 0.35
H -19.74 -2.06 19.22 0.35
H -20.11 -2.19 16.69 0.38
H -20.77 -4.34 15.72 0.40
C -16.26 -6.06 9.32 -1.40
C -15.99 -7.55 8.98 0.49
C -16.55 -8.65 9.94 -0.09
O -17.35 -9.45 9.14 -0.20
C -17.52 -8.87 7.96 0.45
O -18.19 -9.35 7.04 -0.58
O -16.71 -7.76 7.81 -0.36
H -15.64 -5.84 10.20 0.36
H -17.29 -5.78 9.52 0.34
H -15.75 -5.48 8.55 0.38
H -14.92 -7.74 8.86 0.26
H -17.09 -8.20 10.77 0.07
H -15.70 -9.17 10.38 0.24
C -16.84 -15.14 16.21 -1.09
C -16.30 -16.17 15.26 0.39
C -16.69 -17.56 15.76 -0.59
O -17.83 -17.94 14.99 -0.35
C -18.07 -17.00 14.09 0.55
O -19.10 -16.95 13.42 -0.58
O -17.03 -16.09 14.06 -0.16
H -16.25 -15.21 17.12 0.48
H -17.89 -15.26 16.46 0.30
H -16.85 -14.14 15.77 -0.04
H -15.25 -15.98 15.02 0.43
H -16.92 -17.56 16.82 0.29
H -15.74 -18.09 15.72 0.35
C -14.25 -7.68 14.04 -1.22
C -12.84 -7.67 14.54 0.65
C -12.32 -6.28 14.84 -0.50
O -11.80 -6.29 16.10 -0.34
C -12.03 -7.41 16.71 0.57
O -11.90 -7.69 17.87 -0.54
O -12.78 -8.20 15.88 -0.21
H -14.42 -7.27 13.05 0.35
H -14.89 -7.15 14.76 0.40
H -14.69 -8.68 13.96 -0.04
H -12.18 -8.25 13.90 0.27
H -13.05 -5.50 14.61 0.31
H -11.50 -6.15 14.13 0.32
C -19.51 -12.09 15.92 -0.18
C -19.73 -10.84 15.01 1.39
C -20.06 -9.48 15.63 0.92
O -19.29 -8.62 14.76 -0.31
C -18.29 -9.32 14.21 0.04
O -17.41 -8.84 13.51 -0.69
O -18.45 -10.60 14.45 0.34
H -19.19 -12.93 15.32 0.13
H -20.45 -12.34 16.42 0.08
H -18.76 -11.86 16.68 -0.39
H -20.40 -11.07 14.18 -0.58
H -19.75 -9.45 16.67 0.29
H -21.11 -9.22 15.60 -1.01
C -18.28 -14.11 11.41 -0.53
C -18.94 -13.02 12.07 0.38
C -18.46 -11.92 11.45 -0.96
N -17.58 -12.26 10.44 0.38
C -17.48 -13.61 10.39 -1.41
H -18.43 -15.15 11.68 0.45
H -19.64 -13.02 12.90 0.22
H -18.65 -10.87 11.63 0.73
H -17.00 -11.61 9.93 0.16
H -16.88 -14.07 9.61 0.45
C -13.49 -12.41 14.54 -0.65
C -13.47 -13.48 13.65 -1.16
C -14.64 -13.50 12.91 -0.46
N -15.44 -12.57 13.44 0.62
C -14.78 -11.97 14.50 0.02
H -12.68 -11.96 15.10 0.57
H -12.68 -14.20 13.46 0.41
H -14.95 -14.05 12.04 0.52
H -16.42 -12.41 13.22 0.01
H -15.35 -11.16 14.92 0.04
C -22.17 -14.10 14.08 -0.30
C -22.87 -13.45 15.14 0.13
C -22.54 -14.15 16.35 -0.99
N -21.80 -15.25 16.06 0.14
C -21.60 -15.23 14.68 -1.07
H -22.14 -13.84 13.04 0.49
H -23.45 -12.55 14.99 0.31
H -22.80 -13.96 17.38 0.51
H -21.38 -15.96 16.64 0.27
H -20.94 -15.95 14.22 0.55
C -17.02 -9.73 18.68 -0.20
C -15.99 -9.05 19.39 -1.20
C -14.81 -9.25 18.71 -0.69
N -15.03 -10.01 17.55 0.19
C -16.38 -10.25 17.49 -0.41
H -18.04 -9.68 19.03 0.93
H -16.10 -8.53 20.32 0.43
H -13.83 -8.94 19.03 0.51
H -14.31 -10.44 16.99 0.15
H -16.79 -10.90 16.73 0.26
C -22.43 -9.00 13.18 0.40
C -21.41 -8.89 12.20 -0.89
C -21.41 -10.02 11.38 -0.77
N -22.51 -10.75 11.81 0.07
C -23.08 -10.21 12.94 -1.13
H -22.61 -8.24 13.93 0.32
H -20.65 -8.13 12.10 0.46
H -20.83 -10.42 10.56 0.74
H -22.87 -11.61 11.42 0.28
H -23.87 -10.67 13.52 0.57